[1]
Formula: C14H18BBrF16O7S
Source: the Open Molecules 2025 dataset
Level of theory: wB97M-V/def2-TZVPD

```
58
Properties=species:S:1:pos:R:3:lowdin_charge:R:1
O 2.26 1.33 3.43 -0.452
S 1.73 0.00 4.09 1.082
O 0.04 0.02 4.26 -0.353
C -0.65 0.47 3.04 -0.235
C -1.74 -0.62 2.44 -0.230
C -1.05 -1.87 1.63 -0.568
Br -1.93 -2.13 -0.19 0.533
O 2.05 -1.35 3.06 -0.417
C 3.49 -1.66 3.02 -0.149
B 4.27 -0.90 1.75 -0.386
O 5.70 -1.20 1.54 0.041
O 3.46 0.01 0.91 0.048
H 0.06 0.75 2.15 0.135
H -1.30 1.43 3.33 0.139
H -2.46 -1.06 3.26 0.124
H -2.38 -0.02 1.65 0.103
H 0.10 -1.70 1.37 0.062
H -1.16 -2.82 2.30 0.083
H 3.56 -2.82 2.76 0.149
H 4.05 -1.53 4.04 0.135
H 5.74 -2.02 0.93 0.132
H 2.75 -0.56 0.50 0.114
C -4.45 -4.45 -5.69 -0.055
C -4.31 -3.47 -4.52 -0.430
C -2.99 -2.70 -4.48 -0.291
F -1.93 -3.52 -4.34 0.083
F -2.96 -1.86 -3.41 0.057
F -4.53 -4.14 -3.35 0.125
F -5.33 -2.56 -4.63 0.102
O -4.16 -5.82 -5.41 0.031
C -2.79 -6.19 -5.50 -0.478
C -2.21 -6.67 -4.16 -0.265
F -2.29 -5.70 -3.20 0.087
F -0.90 -6.99 -4.27 0.093
F -2.08 -5.16 -6.03 0.122
F -2.73 -7.19 -6.41 0.137
H -5.51 -4.45 -5.97 0.151
H -3.94 -4.10 -6.60 0.147
H -2.86 -2.10 -5.38 0.176
H -2.75 -7.55 -3.79 0.176
C 2.61 5.89 3.22 -0.051
C 1.22 5.30 3.48 -0.424
C 0.91 4.01 2.72 -0.297
F 0.93 4.20 1.38 0.086
F -0.34 3.56 3.02 0.077
F 0.27 6.25 3.25 0.122
F 1.14 5.02 4.82 0.102
O 2.67 6.95 2.27 0.030
C 2.77 6.55 0.90 -0.478
C 1.58 7.00 0.06 -0.266
F 0.41 6.48 0.52 0.088
F 1.70 6.58 -1.23 0.093
F 2.99 5.21 0.84 0.125
F 3.91 7.13 0.43 0.136
H 2.93 6.35 4.16 0.150
H 3.36 5.12 3.02 0.149
H 1.62 3.22 2.97 0.127
H 1.48 8.09 0.06 0.175
```

## Properties
DFT total energy, eV: -154173.858
LUMO energy, eV: 0.01
Spin multiplicity: 1

***

[2]
Formula: C14H18BCoN7O2
Source: the Open Molecules 2025 dataset
Level of theory: wB97M-V/def2-TZVPD

```
43
Properties=species:S:1:pos:R:3:mulliken_spin:R:1
H 0.18 -2.00 -2.65 0.002
N -1.06 -0.46 -1.88 0.044
B -2.68 1.47 -1.53 -0.004
N -2.11 0.29 -2.40 0.019
C -2.34 -0.14 -3.65 0.026
Co -0.43 -0.18 -0.21 2.714
H -3.14 0.26 -4.26 0.002
C -1.47 -1.18 -3.94 0.005
H -1.38 -1.77 -4.82 0.001
C -0.66 -1.36 -2.82 0.024
H -3.59 2.03 -2.06 0.000
C 1.55 0.84 2.03 0.022
H 2.19 0.29 2.77 0.001
H 0.50 0.44 2.07 -0.006
H 1.54 1.93 2.21 0.001
N -1.46 2.42 -1.22 0.000
N -3.10 0.82 -0.16 0.008
N -0.31 1.89 -0.64 0.044
N -2.14 0.12 0.56 0.020
C -1.27 3.73 -1.45 -0.001
C -4.26 0.85 0.55 0.009
H -2.06 4.35 -1.84 0.000
H -5.13 1.36 0.19 0.000
C 0.00 4.08 -0.99 0.004
C -4.05 0.17 1.76 0.006
C 0.56 2.90 -0.48 -0.009
C -2.72 -0.25 1.74 -0.002
H 0.46 5.05 -0.98 0.001
H -4.76 -0.02 2.55 0.001
H 1.53 2.77 -0.05 0.000
H -2.17 -0.78 2.51 0.000
H 1.98 0.66 1.03 0.002
O 2.28 -1.69 0.51 0.008
C 1.25 -2.35 0.54 -0.004
C 1.22 -3.81 0.99 -0.001
C -0.22 -4.21 0.92 0.002
C -0.95 -2.99 0.33 0.016
O -2.14 -2.96 0.05 0.006
N -0.04 -1.93 0.21 0.039
H 1.83 -4.45 0.34 0.000
H 1.63 -3.87 2.00 0.000
H -0.38 -5.09 0.28 0.000
H -0.62 -4.45 1.92 0.001
```

## Properties
DFT total energy, eV: -67641.784
LUMO energy (spin up / spin down), eV: 0.72 / 0.29
Energy above the lowest of the compared OMol25 structures with the same formula, charge and spin, eV: 0.000
Spin multiplicity: 4

***

[3]
Formula: C14H18BeN2O2
Source: the Open Molecules 2025 dataset
Level of theory: wB97M-V/def2-TZVPD

```
37
Properties=species:S:1:pos:R:3:lowdin_charge:R:1
C 2.17 -0.96 2.97 -0.173
C 2.41 -2.47 2.82 -0.190
H 2.69 -0.40 2.19 0.057
H 2.54 -0.62 3.96 0.064
H 1.11 -0.70 2.91 0.032
H 2.89 -2.71 1.87 0.049
H 3.10 -2.82 3.60 0.057
H 1.51 -3.08 2.91 0.063
C 0.91 2.39 0.02 -0.056
C 0.90 3.55 -0.76 -0.031
C 0.21 3.56 -1.98 -0.034
C -0.54 2.43 -2.34 0.017
H 1.41 2.40 0.99 0.138
H 1.40 4.44 -0.37 0.113
H 0.27 4.42 -2.63 0.110
H -1.15 2.37 -3.24 0.107
N 0.31 1.26 -0.41 0.101
C -0.51 1.32 -1.48 -0.160
C -1.37 0.15 -1.65 -0.153
N -1.32 -0.77 -0.64 0.103
C -2.09 -1.88 -0.71 -0.046
C -2.84 -1.28 -2.93 -0.041
C -2.80 -2.21 -1.88 -0.033
H -2.10 -2.50 0.18 0.135
H -3.28 -3.19 -1.94 0.111
C -2.19 -0.05 -2.78 0.011
H -2.20 0.71 -3.56 0.108
H -3.30 -1.55 -3.87 0.111
Be 0.05 -0.31 0.44 0.041
C 1.23 -1.53 0.12 -0.140
H 1.06 -2.01 -0.85 -0.002
H 1.16 -2.28 0.90 -0.026
H 2.24 -1.11 0.12 0.000
O -1.96 1.69 1.32 0.001
C -0.99 1.38 2.00 -0.453
O -0.27 0.28 1.89 -0.128
H -0.65 2.07 2.81 0.135
```

## Properties
DFT total energy, eV: -22288.847
LUMO energy, eV: -0.75
Energy above the lowest of the compared OMol25 structures with the same formula, charge and spin, eV: 0.000
Spin multiplicity: 1

***

[4]
Formula: C14H18Br2CdO4
Source: the Open Molecules 2025 dataset
Level of theory: wB97M-V/def2-TZVPD

```
39
Properties=species:S:1:pos:R:3:lowdin_charge:R:1
C -4.73 -4.05 1.94 -0.071
C -4.58 -3.23 0.67 -0.266
O -3.47 -3.64 -0.12 -0.140
C -2.23 -3.13 0.30 -0.188
C -1.97 -1.72 -0.24 -0.150
O -1.21 -1.74 -1.45 -0.109
C 0.18 -1.86 -1.26 -0.152
C 0.77 -0.51 -0.89 -0.063
C 0.93 0.46 -1.80 0.101
C 1.46 1.78 -1.47 -0.339
O 1.76 2.62 -2.29 0.088
C 1.70 2.09 -0.02 -0.243
C 2.15 3.48 0.32 -0.557
Br 0.49 4.59 -0.02 0.772
C 3.35 3.93 -0.50 -0.621
C 4.57 3.05 -0.25 -0.066
Br 3.93 5.84 0.01 0.715
C 1.54 1.16 0.91 0.130
C 1.19 -0.25 0.52 -0.305
O 1.31 -1.12 1.35 0.188
H -3.88 -3.92 2.62 0.067
H -5.63 -3.74 2.48 0.082
H -4.82 -5.11 1.70 0.085
H -4.49 -2.16 0.92 0.113
H -5.46 -3.34 0.04 0.124
H -2.12 -3.17 1.39 0.124
H -1.48 -3.80 -0.14 0.134
H -1.48 -1.09 0.52 0.116
H -2.92 -1.25 -0.50 0.132
H 0.45 -2.61 -0.51 0.133
H 0.59 -2.17 -2.23 0.147
H 0.67 0.30 -2.85 0.155
H 2.32 3.58 1.39 0.120
H 3.10 4.04 -1.55 0.081
H 5.45 3.59 0.09 0.080
H 4.84 2.56 -1.19 0.117
H 4.35 2.28 0.49 0.102
H 1.68 1.34 1.97 0.153
Cd 1.64 6.93 -0.36 1.213
```

## Properties
DFT total energy, eV: -167628.357
LUMO energy, eV: -11.14
Spin multiplicity: 1
Charge: +2

***

[5]
Formula: C14H18Cl2GdN2S
Source: the Open Molecules 2025 dataset
Level of theory: wB97M-V/def2-TZVPD

```
38
Properties=species:S:1:pos:R:3:mulliken_spin:R:1
Gd -2.39 -0.18 0.22 6.010
Cl -0.61 -1.89 -0.13 0.010
Cl -4.75 -0.91 0.03 0.001
C 0.41 1.78 -2.07 0.217
H 0.65 0.98 -2.79 0.016
H -0.42 1.30 -1.57 -0.156
C 2.17 1.59 -0.21 0.743
C 1.65 2.25 -1.48 0.041
H 1.65 1.83 0.72 0.042
C 2.79 2.21 -2.64 0.015
H 1.62 3.34 -1.25 0.019
C 3.24 0.78 -2.78 -0.012
H 2.31 2.59 -3.54 0.004
H 3.68 2.83 -2.51 -0.005
C 3.96 0.33 -1.53 0.034
H 2.37 0.15 -2.95 0.000
H 3.89 0.66 -3.65 0.002
C 3.05 0.45 -0.24 -0.014
H 4.32 -0.71 -1.63 -0.003
H 4.86 0.96 -1.36 -0.004
H 2.39 -0.45 -0.21 0.079
H 3.71 0.38 0.64 0.014
N -1.73 2.06 0.64 0.083
C -1.57 1.78 1.91 -0.142
N -1.63 0.44 2.26 -0.004
C -1.32 0.17 3.59 0.059
C -1.11 -1.12 4.12 -0.022
C -1.18 -1.28 5.49 -0.008
C -1.45 -0.17 6.30 0.001
C -1.50 1.14 5.75 0.002
C -1.39 1.33 4.39 -0.019
S -1.42 2.78 3.33 -0.004
H -1.44 2.98 0.32 0.004
H -0.08 2.64 -2.51 0.009
H -0.91 -1.93 3.42 -0.014
H -1.06 -2.27 5.94 0.000
H -1.62 -0.32 7.35 0.000
H -1.64 2.01 6.40 0.001
```

## Properties
DFT total energy, eV: -74508.472
LUMO energy (spin up / spin down), eV: 2.55 / 2.60
Energy above the lowest of the compared OMol25 structures with the same formula, charge and spin, eV: 0.798
Spin multiplicity: 8
Charge: -1

***

[6]
Formula: C14H18Cl2HoN2
Source: the Open Molecules 2025 dataset
Level of theory: wB97M-V/def2-TZVPD

```
37
Properties=species:S:1:pos:R:3:mulliken_spin:R:1
Ho 1.57 -1.38 1.96 3.062
Cl -0.12 -3.13 2.31 -0.005
Cl 2.97 -0.27 3.63 -0.009
C -1.81 2.28 1.44 0.011
H -1.23 2.98 2.06 0.000
H -1.56 1.22 1.59 -0.005
C -1.68 -1.89 -1.13 0.002
C -2.77 2.68 0.68 0.002
H -0.68 -1.47 -1.22 0.006
C -3.91 1.83 0.15 -0.001
H -2.81 3.71 0.31 0.001
C -4.03 0.41 0.78 -0.002
H -4.85 2.36 0.39 0.000
H -3.88 1.79 -0.95 0.000
C -3.79 -0.78 -0.18 0.002
H -3.39 0.34 1.66 0.000
H -5.08 0.32 1.12 0.000
C -2.48 -1.52 -0.09 -0.008
H -4.53 -1.54 0.11 0.000
H -3.94 -0.49 -1.24 -0.001
H -2.21 -1.81 0.93 0.001
H -2.00 -2.57 -1.93 0.000
N 2.48 1.52 -1.04 0.044
C 1.49 1.21 -0.20 0.253
N 1.60 -0.08 0.17 -0.046
C 2.68 -0.64 -0.55 0.013
C 3.34 -1.84 -0.24 0.337
C 4.67 -1.94 -0.68 0.039
C 5.28 -0.89 -1.38 -0.014
C 4.60 0.29 -1.70 0.349
C 3.28 0.38 -1.28 -0.149
H 2.64 2.44 -1.46 -0.006
H 0.73 1.90 0.14 0.040
H 2.79 -2.67 0.26 0.023
H 5.24 -2.85 -0.47 0.016
H 6.32 -1.01 -1.70 0.012
H 5.05 1.13 -2.22 0.033
```

## Properties
DFT total energy, eV: -68631.876
LUMO energy (spin up / spin down), eV: 2.87 / 2.85
Energy above the lowest of the compared OMol25 structures with the same formula, charge and spin, eV: 0.000
Spin multiplicity: 5
Charge: -1

***

[7]
Formula: C14H18Cl2N2O
Source: the Open Molecules 2025 dataset
Level of theory: wB97M-V/def2-TZVPD

```
37
Properties=species:S:1:pos:R:3:lowdin_charge:R:1
O -0.57 0.92 1.70 0.066
C 0.02 1.47 0.79 -0.481
N 1.31 1.24 0.49 0.059
C 2.10 0.27 1.21 -0.146
C 2.43 -1.00 0.40 -0.176
N 1.36 -1.94 0.16 -0.169
C 0.71 -2.45 1.35 -0.199
C -0.06 -3.72 0.99 -0.185
C -1.09 -3.42 -0.09 -0.208
C -0.38 -2.79 -1.29 -0.183
C 0.39 -1.55 -0.84 -0.214
C -0.66 2.53 -0.04 -0.132
C -1.56 3.34 0.66 -0.035
C -2.25 4.35 0.01 -0.662
Cl -3.34 5.35 0.91 0.691
C -2.09 4.56 -1.35 -0.094
C -1.22 3.74 -2.05 -0.100
C -0.51 2.74 -1.41 -0.578
Cl 0.51 1.74 -2.39 0.745
H 1.73 1.68 -0.31 0.090
H 3.05 0.75 1.51 0.120
H 1.54 0.01 2.11 0.113
H 2.84 -0.71 -0.57 0.117
H 3.21 -1.54 0.95 0.117
H 1.47 -2.67 2.09 0.123
H 0.00 -1.71 1.77 0.117
H -0.54 -4.11 1.88 0.108
H 0.65 -4.46 0.62 0.113
H -1.61 -4.33 -0.39 0.106
H -1.83 -2.72 0.30 0.114
H -1.11 -2.52 -2.06 0.109
H 0.32 -3.51 -1.72 0.114
H 0.91 -1.11 -1.69 0.095
H -0.34 -0.81 -0.45 0.110
H -1.69 3.16 1.71 0.122
H -2.63 5.34 -1.85 0.109
H -1.10 3.88 -3.12 0.106
```

## Properties
DFT total energy, eV: -44883.570
LUMO energy, eV: 0.44
SMILES: O=C(NCCN1CCCCC1)c1cc(Cl)ccc1Cl
Energy above the lowest of the compared OMol25 structures with the same formula, charge and spin, eV: 0.000
Spin multiplicity: 1

***

[8]
Formula: C14H18Cl2N2O7
Source: the Open Molecules 2025 dataset
Level of theory: wB97M-V/def2-TZVPD

```
43
Properties=species:S:1:pos:R:3:lowdin_charge:R:1
O -1.14 -2.99 0.11 0.136
C -1.60 -1.93 0.13 -0.315
C -3.35 -1.85 0.05 -0.093
O -3.68 -0.53 0.19 -0.148
C -5.02 -0.10 -0.07 -0.123
C -6.06 -1.15 -0.45 0.031
C -7.32 -0.68 -0.42 -0.233
C -7.71 0.48 -0.28 -0.688
Cl -9.35 1.16 -0.38 0.645
C -6.74 1.48 0.06 -0.099
C -5.36 1.34 0.21 -0.787
Cl -4.14 2.28 0.38 0.903
N -1.01 -0.65 0.41 -0.022
N 0.19 -0.47 0.65 0.023
C 1.09 -1.47 0.46 -0.026
C 2.42 -0.91 0.93 -0.256
O 3.12 -1.89 1.77 -0.066
C 3.19 -0.61 -0.50 -0.513
O 3.22 -1.61 -1.11 0.069
C 4.58 -0.12 -0.42 -0.358
O 5.33 -0.06 -1.44 0.059
C 4.40 1.54 0.11 -0.215
O 3.95 2.30 -1.06 -0.107
C 5.87 1.96 0.46 -0.025
O 5.77 3.58 0.56 -0.054
H -3.64 -2.11 -0.83 0.046
H -3.84 -2.54 0.69 0.114
H -5.71 -2.24 -0.32 0.133
H -8.23 -1.31 -0.59 0.143
H -6.97 2.60 0.47 0.158
H -1.73 0.24 0.48 0.212
H 0.96 -2.52 0.36 0.110
H 2.39 0.12 1.37 0.137
H 3.32 -2.50 0.89 0.166
H 2.62 0.14 -1.10 0.167
H 3.99 -1.66 -1.77 0.182
H 5.07 -0.29 0.26 0.032
H 5.01 0.51 -2.24 0.195
H 3.67 1.81 0.94 0.157
H 4.44 3.21 -1.14 0.139
H 6.10 1.65 1.46 0.100
H 6.69 1.97 -0.40 0.171
H 5.21 3.82 1.10 -0.105
```

## Properties
DFT total energy, eV: -57152.921
LUMO energy, eV: 0.42
SMILES: O=C(COc1ccc(Cl)cc1Cl)N/N=C/[C@@H](O)[C@H](O)[C@@H](O)[C@H](O)CO
Energy above the lowest of the compared OMol25 structures with the same formula, charge and spin, eV: 13.664
Spin multiplicity: 1